104
Properties=species:S:1:pos:R:3 method="wB97M-V/def2-TZVPD" orbital_gap_ev=8.65 e_above_lowest_ev=0.0000 largest_force_ha_per_bohr=0.0179
C 1.0259 3.8195 2.0450
B 1.7725 2.4487 2.0419
O 1.9641 1.7296 3.1769
C 2.3402 1.8443 0.6431
I 0.6457 1.3230 -0.5520
C 3.0361 2.9401 -0.0312
N 3.6134 3.7900 -0.5489
C 3.3447 0.6460 0.7367
Cl 2.6765 -0.7040 1.6707
I 3.8262 -0.0765 -1.2382
C 4.5859 1.1003 1.3568
N 5.5640 1.4744 1.8149
H 1.6108 4.5735 2.5746
H 0.0657 3.6786 2.5518
H 0.8003 4.1811 1.0418
H 1.2950 1.9345 3.8332
Cl 2.2145 -0.2310 -4.2925
C 1.5828 -1.8460 -3.8846
C 0.1632 -2.0503 -4.3353
Cl -0.9888 -1.0518 -3.4038
H 1.6687 -1.9655 -2.8069
H 2.2296 -2.5734 -4.3731
H -0.1180 -3.0872 -4.1634
H 0.0295 -1.8164 -5.3883
Cl 5.1104 7.5348 0.5314
C 5.9329 6.4246 -0.5978
C 6.8070 7.1575 -1.5813
Cl 5.8590 8.1246 -2.7433
H 5.1658 5.8373 -1.0949
H 6.5459 5.7560 0.0046
H 7.3795 6.4356 -2.1613
H 7.4940 7.8322 -1.0770
Cl -2.5054 3.5614 2.3412
C -3.3215 5.0839 1.8990
C -2.3944 6.0575 1.2209
Cl -1.1621 6.6956 2.3409
H -3.7391 5.5047 2.8102
H -4.1350 4.8197 1.2254
H -2.9685 6.9100 0.8619
H -1.8779 5.5994 0.3808
Cl -3.9100 -3.6210 -4.9573
C -4.2806 -2.2539 -3.8671
C -5.7169 -1.8176 -3.9709
Cl -6.0821 -1.0571 -5.5461
H -3.5905 -1.4521 -4.1105
H -4.0748 -2.5960 -2.8537
H -5.9251 -1.0733 -3.2035
H -6.4019 -2.6511 -3.8449
Cl 3.1344 -0.3498 -7.7197
C 4.2806 0.9908 -7.9830
C 5.6356 0.7117 -7.3851
Cl 5.5988 0.6905 -5.6027
H 3.8388 1.8892 -7.5596
H 4.3797 1.1184 -9.0596
H 6.3284 1.4980 -7.6798
H 6.0240 -0.2468 -7.7195
Cl 1.8866 -2.9979 5.6012
C 2.9939 -1.6527 5.2138
C 4.3623 -1.8452 5.8135
Cl 4.3412 -1.7207 7.5925
H 2.5336 -0.7336 5.5673
H 3.0762 -1.6098 4.1304
H 5.0301 -1.0675 5.4459
H 4.7748 -2.8168 5.5547
Cl -2.2592 2.6648 5.7119
C -2.4690 3.8982 6.9818
C -3.8907 4.3882 7.0659
Cl -4.3679 5.3430 5.6361
H -1.7798 4.7119 6.7708
H -2.1920 3.4350 7.9274
H -3.9974 5.0407 7.9307
H -4.5892 3.5606 7.1570
Cl 1.1834 -4.4376 -1.8946
C 0.4950 -6.0467 -1.5449
C -0.9216 -6.1674 -2.0486
Cl -2.0460 -5.1213 -1.1442
H 0.5508 -6.1997 -0.4704
H 1.1258 -6.7816 -2.0416
H -1.2640 -7.1933 -1.9245
H -0.9932 -5.8962 -3.0991
Cl -9.4754 -6.9792 -2.6661
C -10.3254 -5.5278 -3.2624
C -9.3856 -4.5456 -3.9101
Cl -8.2819 -3.7901 -2.7262
H -10.8500 -5.0816 -2.4209
H -11.0569 -5.8663 -3.9938
H -9.9561 -3.7394 -4.3675
H -8.7731 -5.0205 -4.6720
Cl -7.6241 -5.0890 3.2990
C -8.2238 -6.0801 1.9431
C -9.1025 -5.2942 1.0064
Cl -10.6560 -4.8363 1.7569
H -8.7549 -6.9302 2.3633
H -7.3518 -6.4403 1.3998
H -9.3388 -5.8997 0.1332
H -8.6134 -4.3818 0.6752
Cl 8.9725 -1.2991 4.3565
C 8.5523 0.3470 3.8062
C 9.7690 1.1567 3.4447
Cl 10.7665 1.5576 4.8685
H 7.9807 0.8242 4.5979
H 7.9149 0.2407 2.9305
H 9.4520 2.0985 3.0003
H 10.4011 0.6255 2.7379

9
Properties=species:S:1:pos:R:3 method="wB97M-V/def2-TZVPD" orbital_gap_ev=9.16 e_above_lowest_ev=2.1039 largest_force_ha_per_bohr=0.1049
C -0.1082 -0.2629 -0.7082
N -0.5709 1.1851 -0.4314
N -0.5780 1.3929 0.7459
N 0.0174 0.7179 1.5680
N 0.2983 -0.9099 0.5019
Br 2.2185 -1.1344 0.6325
H -1.0795 -0.6686 -0.8874
H 0.3692 -0.1763 -1.6978
H -0.0759 0.5303 2.6235

13
Properties=species:S:1:pos:R:3 method="wB97M-V/def2-TZVPD" smiles=C[N@H+]1C[C@@H]1O orbital_gap_ev=12.81 charge=+1 e_above_lowest_ev=2.1435 largest_force_ha_per_bohr=0.0746
C -0.6809 1.1226 0.3679
C 0.6901 0.9867 -0.1443
C -0.2686 -1.4053 0.2216
N -0.2873 -0.0777 -0.3780
O 0.9961 1.5640 -1.4678
H -0.8237 1.1577 1.5663
H -1.3799 1.7786 -0.1504
H 1.6022 0.9712 0.5455
H -0.2184 -1.5311 1.3048
H -1.2199 -2.0378 0.0116
H 0.6942 -1.8626 0.0422
H -0.4589 0.0700 -1.3913
H 1.8717 2.0942 -1.4771

71
Properties=species:S:1:pos:R:3 method="wB97M-V/def2-TZVPD" smiles="CCCCC1=CC2=C(c3ccco3)C(=O)[C@](C)(OC(=O)c3ccc(OC)cc3)C(=O)C2=CN1CCCCO" orbital_gap_ev=6.77 e_above_lowest_ev=0.0000 largest_force_ha_per_bohr=0.0207
C -0.3203 -1.0429 5.0264
C 0.2892 0.2918 5.4400
C 1.3159 0.8414 4.4484
H 1.8945 1.6215 4.9488
H 2.0048 0.0434 4.1701
C 0.7066 1.4672 3.1825
C 0.1222 0.4443 2.2493
C 0.9502 -0.4804 1.6912
C 0.5055 -1.5115 0.8123
C 1.3217 -2.4698 0.2181
C 0.7689 -3.3800 -0.7548
O 1.2863 -4.3941 -1.1763
C -0.5932 -2.9087 -1.3656
C -1.5307 -2.5549 -0.2256
O -2.5764 -3.1131 -0.0025
C -0.9212 -1.5268 0.6390
C -1.7125 -0.6055 1.2408
N -1.2283 0.4169 1.9882
C -2.1312 1.5041 2.3081
H -2.0386 1.7742 3.3632
H -3.1486 1.1515 2.1342
C -1.8780 2.7326 1.4231
C -2.1250 2.4821 -0.0662
C -3.5967 2.2192 -0.4183
O -4.0211 0.9110 -0.1449
H -3.5683 0.3004 -0.7490
H -3.7541 2.4572 -1.4792
H -4.2435 2.8752 0.1725
H -1.7944 3.3635 -0.6189
H -1.5255 1.6358 -0.4099
H -0.8473 3.0706 1.5488
H -2.5371 3.5333 1.7646
H -2.7811 -0.6468 1.0978
C -1.1882 -3.9351 -2.3137
H -1.4627 -4.8192 -1.7457
H -2.0780 -3.5254 -2.7864
H -0.4548 -4.2070 -3.0680
O -0.1949 -1.7284 -2.1006
C -1.0589 -0.7376 -2.2637
O -2.1683 -0.7064 -1.7652
C -0.5105 0.3517 -3.0949
C -1.3635 1.3692 -3.5280
C -0.8822 2.3999 -4.2979
C 0.4702 2.4433 -4.6572
C 1.3237 1.4290 -4.2235
C 0.8340 0.3941 -3.4516
H 1.4960 -0.3888 -3.1163
H 2.3700 1.4370 -4.4845
O 0.8428 3.4984 -5.4163
C 2.1827 3.5953 -5.8430
H 2.8683 3.6834 -4.9947
H 2.4701 2.7373 -6.4580
H 2.2342 4.5020 -6.4431
H -1.5284 3.1898 -4.6461
H -2.4075 1.3236 -3.2592
C 2.7176 -2.6625 0.5635
C 3.7088 -3.3228 -0.1203
C 4.8732 -3.2375 0.6744
C 4.5217 -2.5364 1.7840
O 3.2232 -2.1811 1.7303
H 5.0732 -2.2315 2.6517
H 5.8379 -3.6443 0.4490
H 3.6083 -3.8123 -1.0653
H 2.0012 -0.4130 1.9115
H -0.0276 2.2083 3.4892
H 1.5055 1.9925 2.6518
H 0.7928 0.1543 6.3997
H -0.5036 1.0282 5.5949
H -0.9533 -0.9462 4.1498
H -0.9283 -1.4408 5.8358
H 0.4625 -1.7635 4.8015

23
Properties=species:S:1:pos:R:3 method="wB97M-V/def2-TZVPD" orbital_gap_ev="7.23 / 6.72" spin_multiplicity=9 e_above_lowest_ev=0.0000 largest_force_ha_per_bohr=0.1373 s2=20.076
Fe -0.6181 -0.4518 1.2389
Cl -1.7196 -0.4110 -0.7201
C 0.5663 -2.0232 1.8508
H 0.9422 -1.8275 2.8723
H 1.4077 -2.2781 1.1900
H -0.1322 -2.8753 1.9112
Tc 0.4003 0.6102 -1.1676
C 0.8406 -0.7461 -2.6134
C -0.5593 2.0543 -2.2473
C 1.9466 1.5096 -1.7258
H -1.0086 2.7866 -1.5374
H 0.1070 2.6384 -2.9108
H -1.4019 1.6587 -2.8527
H 1.3329 -1.6359 -2.1754
H -0.0586 -1.1261 -3.1317
H 1.5362 -0.3668 -3.3803
H 2.9454 1.0984 -2.0076
H 2.1184 2.6083 -1.8292
O -2.3760 0.8396 4.5732
Cl -1.7615 -0.2542 3.8781
O -0.5136 0.2898 3.1644
O -1.3556 -1.2960 4.7792
O -2.6386 -0.8020 2.8412

29
Properties=species:S:1:pos:R:3 method="wB97M-V/def2-TZVPD" smiles="O=c1cc[nH]c(=O)[nH]1.CC(C)(C)C" orbital_gap_ev=9.88 e_above_lowest_ev=6.3908 largest_force_ha_per_bohr=0.1793
C 2.0199 -0.4396 0.5109
C 2.6533 -1.5850 -0.1100
C 3.9125 -1.5158 -0.4919
C 4.0110 0.9315 -0.2171
C -4.5746 0.1046 -0.1290
C -5.9619 0.0319 -0.5328
C -3.9357 1.5699 -0.4082
C -3.5403 -0.9273 -0.8294
C -4.2391 -0.2430 1.3517
H 2.5089 1.5911 0.8408
H 1.9107 -2.5057 -0.1804
H 4.6553 -2.0252 -1.1009
H 5.7949 -0.2538 -0.3482
H -6.6136 0.9462 -0.3587
H -5.8156 -0.1310 -1.8105
H -6.6800 -0.8904 -0.2506
H -2.9544 1.5951 -0.3521
H -4.5748 2.1409 -1.3812
H -4.2487 2.2218 0.5724
H -2.6648 -1.2088 -0.0347
H -3.2297 -0.6391 -1.9159
H -4.0646 -1.9934 -0.8699
H -4.5593 -1.1810 1.5780
H -3.2307 -0.3368 1.5785
H -4.8385 0.2280 2.0342
N 2.6815 0.8056 0.1367
N 4.5415 -0.3037 -0.5698
O 1.1032 -0.6048 1.2924
O 4.6435 2.0254 -0.0218